Model P:
# C5H13N2

A 2-piece molecular cluster, C5H13N2 overall (ωB97M-V with the def2-TZVPD basis set, OMol25).

```
20
Properties=species:S:1:pos:R:3
C 1.89 -0.79 0.00
C 0.83 -1.79 -0.02
C -2.30 0.29 -1.31
C -2.81 0.16 0.96
C 2.64 1.51 0.09
N -1.89 0.11 -0.14
N 1.66 0.46 0.07
H 2.92 -1.12 -0.06
H -0.17 -1.33 0.02
H 0.92 -2.41 -0.91
H 0.96 -2.48 0.82
H -1.58 0.23 -2.12
H -3.33 0.51 -1.58
H 0.68 0.76 0.12
H -3.81 0.50 0.68
H -2.88 -0.84 1.39
H -2.40 0.82 1.73
H 3.65 1.11 -0.03
H 2.57 2.06 1.03
H 2.44 2.22 -0.72
```

The charge is +1. For the LUMO energy, the calculation gives -4.13 eV. Its HOMO energy is -13.39 eV.



Model Q:
# C5H13N2

An isolated ion of composition C5H13N2 and charge +1 (ωB97M-V with the def2-TZVPD basis set, OMol25).

```
20
Properties=species:S:1:pos:R:3
C 1.11 1.04 2.33
C 0.97 1.20 0.79
C 1.02 -0.02 -0.13
C -0.41 -0.35 -0.60
N -0.85 0.50 -1.75
C -0.85 -1.59 -0.33
N -1.96 -2.19 -0.93
H 1.13 2.08 2.65
H 2.07 0.63 2.63
H 0.35 0.51 2.89
H 0.14 1.86 0.52
H 1.98 1.66 0.59
H 1.32 -0.88 0.47
H 1.75 0.11 -0.93
H -0.81 1.57 -1.52
H -0.17 0.60 -2.50
H -1.82 0.40 -2.09
H -0.65 -2.03 0.66
H -1.98 -3.21 -0.94
H -2.35 -1.89 -1.81
```

The charge is +1. For the LUMO energy, the calculation gives -3.80 eV. Its HOMO energy is -12.86 eV.



Most stable: model P



Model P:
# C5H13N2

An isolated ion of composition C5H13N2 and charge +1 (ωB97M-V with the def2-TZVPD basis set, OMol25).

```
20
Properties=species:S:1:pos:R:3
C -2.55 -0.84 1.33
N -1.59 -0.70 0.53
C -0.88 0.53 0.45
C 0.61 0.23 -0.31
C 1.62 -0.19 0.74
C 1.08 1.35 -1.21
N 0.24 -0.99 -1.11
H -3.08 -1.78 1.34
H -2.88 -0.06 2.01
H -1.42 1.24 -0.19
H -0.69 1.01 1.41
H 1.21 -0.99 1.36
H 2.54 -0.55 0.27
H 1.88 0.64 1.38
H 0.31 1.65 -1.91
H 1.96 1.02 -1.76
H 1.37 2.21 -0.62
H 0.01 -0.77 -2.08
H -0.67 -1.30 -0.57
H 0.95 -1.72 -1.08
```

The charge is +1. For the LUMO energy, the calculation gives -3.06 eV. Its HOMO energy is -14.93 eV.



Model Q:
# C5H13N2

An isolated ion of composition C5H13N2 and charge +1 (ωB97M-V with the def2-TZVPD basis set, OMol25).

```
20
Properties=species:S:1:pos:R:3
C 0.50 2.34 -0.19
C 0.46 1.06 -0.60
C -0.48 0.01 -0.03
C -0.54 -0.01 1.52
N -1.74 0.24 -0.69
C 0.02 -1.34 -0.62
N 1.44 -1.46 -0.18
H 1.22 2.85 -0.81
H -0.09 2.87 0.54
H 1.04 0.73 -1.37
H -0.49 -1.12 1.83
H 0.22 0.56 2.08
H -1.47 0.50 1.78
H -2.46 -0.49 -0.51
H -2.43 1.00 -0.70
H -0.36 -2.25 -0.26
H -0.05 -1.38 -1.76
H 2.06 -0.73 -0.58
H 1.81 -2.41 -0.22
H 1.34 -0.99 0.76
```

The charge is +1. For the LUMO energy, the calculation gives -3.50 eV. Its HOMO energy is -13.23 eV.



Most stable: model P